Molecular formula: C36H72O12
Method: DFT, ωB97M-V/def2-TZVPD

- charge = 0
- energy relative to the best compared isomer or geometry (same formula, charge and spin) (eV) = 2.172
- electronic energy (Eh) = -2317.678574
- multiplicity = 1
- SMILES = CC(C)=O.CC(C)=O.CC(C)=O.CC(C)=O.CC(C)=O.CC(C)=O.CC(C)=O.CC(C)=O.CC(C)=O.CC(C)=O.CC(C)=O.CC(C)=O

The geometry in XYZ format:
```
120
Properties=species:S:1:pos:R:3:forces:R:3
C -6.24879 -0.62016 1.78429 -3.76 -1.44 1.25
C -4.93200 -0.19747 2.07982 3.71 0.76 0.91
C -4.54589 1.09800 1.43730 1.91 0.34 -0.20
O -4.11729 -0.81177 2.78070 -1.44 0.58 -1.05
H -6.31048 -1.23067 0.87942 0.09 0.12 -0.01
H -6.96876 0.22650 1.70410 0.63 -0.53 -0.18
H -6.59581 -1.23764 2.65193 0.11 0.16 -0.86
H -3.57690 0.95020 0.90609 -0.44 0.22 0.61
H -4.41910 1.91138 2.16555 0.13 -0.37 0.00
H -5.21568 1.45189 0.69169 -0.88 0.12 -0.54
C -3.23913 5.96780 2.06088 1.92 0.08 0.12
C -2.36601 5.23115 1.02093 -0.49 -1.35 0.67
C -1.70293 6.02013 -0.08192 0.02 -0.92 0.80
O -2.24433 4.00567 1.11862 -0.03 1.83 -0.32
H -3.86718 5.21083 2.49160 -0.97 0.00 -0.13
H -3.68065 6.90536 1.67200 -0.02 -0.70 0.39
H -2.56440 6.18918 2.94250 -0.45 0.23 -1.04
H -0.86340 5.45045 -0.45932 0.23 0.08 -0.05
H -1.44330 6.99798 0.26042 0.41 0.66 0.21
H -2.40860 6.14618 -0.87004 -0.69 0.07 -0.74
C 0.10563 -4.23612 -3.29188 -0.89 0.91 0.63
C 0.62795 -2.84489 -3.56478 0.42 0.94 0.58
C 1.90755 -2.71294 -4.37051 -0.69 0.41 1.31
O 0.05164 -1.82228 -3.22486 -0.04 -0.72 0.15
H -0.63081 -4.33217 -4.07222 -0.23 -0.68 -0.70
H -0.51259 -4.37747 -2.38923 0.42 0.64 -0.08
H 0.85812 -4.98905 -3.29262 0.58 -0.54 -0.41
H 1.64313 -3.04697 -5.34498 0.36 -0.45 -1.04
H 2.66945 -3.29342 -3.88080 0.41 -0.67 -0.22
H 2.22849 -1.67392 -4.36568 -0.20 0.06 -0.21
C -4.83056 -3.01522 -1.91929 0.94 -0.94 -1.21
C -3.69043 -3.18468 -2.97151 -2.55 -1.52 -0.55
C -3.02570 -1.90791 -3.21859 2.47 0.65 0.18
O -3.50303 -4.25924 -3.53154 0.30 1.37 0.67
H -5.50598 -2.30500 -2.35815 -0.64 0.20 -0.38
H -4.41963 -2.47698 -1.08848 0.14 -0.16 0.97
H -5.32634 -3.98118 -1.73687 0.30 0.54 0.32
H -2.13016 -2.11618 -2.55049 -0.55 0.89 -0.57
H -3.56538 -1.03949 -2.82451 0.11 -0.30 -0.10
H -2.56984 -1.66043 -4.20980 -0.64 -0.66 0.70
C 5.20430 1.30421 0.67539 -1.03 -1.52 0.07
C 5.04449 0.02797 1.56175 -0.03 0.32 -0.23
C 4.01831 0.14392 2.68352 -0.44 -2.00 -1.06
O 5.69191 -0.97668 1.32810 -0.53 0.83 0.18
H 4.97149 0.95124 -0.32310 0.23 -0.12 -0.41
H 6.21525 1.64900 0.68330 0.60 0.34 0.12
H 4.45618 2.07171 0.84311 0.16 0.17 0.55
H 4.32482 0.92610 3.31384 0.04 1.35 0.81
H 3.94618 -0.77577 3.27732 0.34 0.09 -0.22
H 3.00544 0.28051 2.25652 0.56 0.49 0.11
C 1.29751 -1.47367 -0.06395 0.25 0.41 0.52
C 0.56859 -0.15086 0.20454 0.59 -0.47 0.11
C -0.95529 -0.17806 0.01702 0.37 1.18 -0.51
O 1.21916 0.84634 0.47206 -0.90 -0.37 -0.13
H 2.39448 -1.31862 0.00822 -0.67 0.05 -0.32
H 0.97778 -1.84326 -1.04033 0.19 -0.06 0.09
H 1.06347 -2.23919 0.68549 -0.32 0.18 -0.11
H -1.49068 -0.88189 0.65384 0.27 -0.17 0.00
H -1.11199 -0.43547 -1.04173 -0.06 -0.26 0.25
H -1.38405 0.83487 0.14073 0.35 -0.44 0.15
C -3.30598 -4.49227 1.34067 -0.31 0.74 1.01
C -1.94128 -3.84346 1.68820 -0.38 -0.49 0.38
C -1.68833 -3.14672 3.02120 -0.41 1.07 -1.20
O -1.08257 -3.86941 0.83761 0.36 0.11 -0.22
H -3.32606 -5.54267 1.70958 0.02 0.68 -0.31
H -3.43406 -4.43733 0.26132 0.20 -0.34 0.00
H -4.17567 -3.93881 1.78404 0.83 -0.49 -0.06
H -0.62536 -2.86530 3.17653 -0.72 -0.42 -0.18
H -2.16358 -3.57043 3.88128 -0.04 -0.75 0.47
H -2.30153 -2.22703 2.89253 0.48 -0.07 0.13
C -1.37225 3.88760 4.26732 0.48 -1.55 3.31
C -1.90204 2.44544 4.25889 1.05 -0.68 -1.19
C -1.21372 1.45434 3.26063 0.28 0.71 1.74
O -2.75854 2.06723 5.01130 -0.34 0.17 0.27
H -2.07539 4.42734 4.91935 0.08 0.30 -0.73
H -1.19154 4.24852 3.29141 0.29 0.56 -0.76
H -0.43007 3.83694 4.94453 -1.10 0.15 -1.49
H -1.76767 0.54139 3.19563 -0.50 -0.56 0.26
H -0.19268 1.21252 3.67541 -0.82 0.46 -0.77
H -1.21810 1.89223 2.28381 0.61 0.40 -0.56
C 5.02131 -4.46829 -0.03840 -0.08 0.96 1.19
C 4.54645 -4.05523 -1.37628 -0.15 0.36 -0.54
C 4.75506 -2.59096 -1.66368 1.10 -0.33 -1.96
O 3.96100 -4.80080 -2.13945 0.23 0.20 0.07
H 4.20436 -4.07010 0.65174 0.95 -0.77 -0.46
H 5.93390 -3.88677 0.27103 -0.74 -0.81 -0.32
H 5.12099 -5.55258 0.01093 0.04 0.17 0.29
H 4.54215 -2.00253 -0.81784 -0.53 0.80 1.05
H 4.24519 -2.26431 -2.58091 -0.14 -0.11 0.49
H 5.83316 -2.39099 -1.85789 -0.46 -0.36 0.19
C 0.86478 -6.14487 2.21441 2.65 1.98 2.45
C 1.61563 -5.02913 1.51312 0.77 0.11 1.52
C 1.67139 -5.00781 0.04553 -0.63 0.39 -0.36
O 2.33695 -4.29003 2.17343 -0.65 -0.17 -0.41
H 1.65110 -6.88578 2.33631 -0.26 -0.72 -0.42
H 0.01233 -6.42825 1.72749 -2.07 -1.12 -1.12
H 0.72350 -5.83091 3.28450 -0.37 -0.12 -1.07
H 2.19579 -4.12794 -0.25833 -0.19 0.80 -0.30
H 0.69713 -5.11409 -0.42754 0.07 0.04 0.01
H 2.32588 -5.77430 -0.28564 0.45 -1.22 -0.32
C -0.33097 1.22119 -4.35038 1.30 1.38 0.14
C -1.15312 2.33771 -3.73511 3.34 -1.03 1.12
C -0.29899 3.28943 -2.87468 -0.39 -0.17 -0.76
O -2.31621 2.39578 -3.88531 -2.86 0.72 -0.22
H 0.30671 0.69125 -3.63092 -0.02 0.41 -0.05
H 0.31434 1.77288 -5.08006 -0.25 -0.83 0.31
H -0.92467 0.48647 -4.81243 -0.86 -0.69 -0.80
H 0.63555 3.47737 -3.40324 -0.07 0.32 -0.15
H 0.03393 2.78648 -1.97124 -0.34 -0.12 0.32
H -0.84895 4.20562 -2.66997 0.14 -0.02 0.14
C 4.83589 8.88866 -0.35419 -1.54 -0.63 1.94
C 3.52391 8.36641 -0.93919 0.34 1.24 -1.46
C 2.95991 7.03155 -0.53472 -0.44 0.84 -0.34
O 2.91623 9.06837 -1.73794 0.45 -0.69 0.79
H 5.37457 8.11798 0.22642 -0.30 0.51 -0.10
H 4.43926 9.70001 0.29979 0.58 -0.56 0.09
H 5.50324 9.38493 -0.99710 0.54 0.37 -1.34
H 3.73282 6.31208 -0.35566 0.31 -0.47 0.28
H 2.34758 6.76068 -1.39628 -0.15 -0.33 0.34
H 2.32919 7.18895 0.35300 0.19 -0.28 -0.19
```
Positions in Å, forces in eV/Å.